C4H16NO3 | ωB97M-V/def2-TZVPD

XYZ file:
```
24
Properties=species:S:1:pos:R:3
O 3.394 0.605 -0.723
O -0.741 -3.060 0.713
O -0.618 -2.774 -2.072
N -1.142 -0.590 -0.339
C 0.532 2.404 1.665
C -0.821 0.841 0.063
C 0.487 1.172 0.725
C -1.790 1.702 -0.091
H -0.135 2.358 2.496
H -0.808 -3.644 -0.056
H -2.783 1.268 -0.444
H -0.748 -0.799 -1.263
H 1.344 1.357 -0.016
H 3.809 0.742 0.124
H -2.140 -0.611 -0.305
H -0.067 -2.297 -2.747
H 0.904 0.285 1.163
H 1.526 2.558 2.205
H -1.312 -3.568 1.318
H -1.972 2.761 -0.001
H -0.784 -1.273 0.386
H 4.050 0.980 -1.324
H 0.350 3.235 0.968
H -0.533 -3.650 -2.444
```

Summary:
E_LUMO (eV): -3.0
Largest force on an atom (eV/A): 4.1
HOMO (eV): -13.813
Gap between HOMO and LUMO (eV): 10.798
Multiplicity: 1
Total charge: +1